Entry 1:
The following is a DFT calculation (the ωB97M-V functional and the def2-TZVPD basis) of 3 unconnected molecules or ions with the total composition C9H26N3O2.

Summary:
E_tot in eV: -18316.519
Largest force on an atom in eV/A: 0.714
Total charge: -1
Kohn-Sham gap in eV: 3.8
LUMO energy in eV: 3.121

Geometry as XYZ:
```
40
C9H26N3O2 the ωB97M-V functional and the def2-TZVPD basis
C 0.150 -0.130 -1.186
N -1.318 0.344 -1.240
H 0.271 -0.918 -1.933
H 0.749 0.707 -1.558
H -1.413 1.004 -2.012
H -1.893 -0.444 -1.518
C -4.946 3.669 0.901
C -3.970 2.498 0.799
C -3.268 2.163 2.122
O -2.249 3.069 2.506
C -2.691 4.239 3.151
N -3.032 2.726 -0.294
H -4.426 4.626 0.911
H -5.610 3.675 0.036
H -5.563 3.603 1.802
H -4.553 1.609 0.535
H -2.771 1.199 2.004
H -3.999 2.067 2.941
H -3.566 4.043 3.782
H -2.935 5.032 2.438
H -1.876 4.592 3.784
H -2.485 1.866 -0.435
H -2.353 3.414 0.021
C 3.290 -1.734 -0.512
C 2.671 -3.101 -0.771
C 3.608 -4.289 -0.524
O 4.596 -4.505 -1.521
C 5.740 -3.689 -1.412
N 2.088 -3.080 -2.105
H 3.947 -1.427 -1.330
H 2.484 -0.996 -0.443
H 3.866 -1.723 0.419
H 1.841 -3.209 -0.065
H 3.009 -5.204 -0.515
H 4.092 -4.204 0.459
H 5.993 -3.494 -0.365
H 5.610 -2.735 -1.930
H 6.570 -4.223 -1.879
H 1.517 -3.905 -2.263
H 2.826 -3.136 -2.801
```

***

Entry 2:
The following is a DFT calculation (the ωB97M-V functional and the def2-TZVPD basis) of a molecular structure, C9H26N4NaO7S in a non-equilibrium geometry.

Summary:
E_tot in eV: -45303.281
Largest force on an atom in eV/A: 2.883
ΔE to the lowest compared entry with this formula, charge and spin in kcal/mol: 0.0
Total charge: -1
Kohn-Sham gap in eV: 5.7
LUMO energy in eV: 1.958

Geometry as XYZ:
```
48
C9H26N4NaO7S the ωB97M-V functional and the def2-TZVPD basis
Na 0.701 0.876 0.777
S 0.057 4.101 0.319
O -1.091 5.021 0.361
O 0.761 4.019 1.623
O -0.484 2.711 0.034
O 1.008 4.411 -0.779
C 4.529 1.264 -1.248
C 3.248 0.841 -0.531
C 3.554 -0.432 0.237
O 2.537 -0.733 1.163
C 2.687 -1.984 1.781
N 2.717 1.920 0.351
H 4.383 2.169 -1.838
H 4.929 0.498 -1.927
H 5.345 1.447 -0.538
H 2.479 0.600 -1.274
H 4.504 -0.288 0.783
H 3.704 -1.270 -0.457
H 1.835 -2.110 2.444
H 3.674 -2.093 2.237
H 2.589 -2.797 1.033
H 3.479 2.057 1.014
H 2.628 2.761 -0.226
C -0.861 -3.127 0.284
C -1.098 -2.241 -0.936
C -2.596 -2.157 -1.217
O -2.808 -1.326 -2.321
C -4.050 -0.657 -2.282
N -0.558 -0.899 -0.638
H 0.199 -3.332 0.405
H -1.379 -4.085 0.166
H -1.289 -2.619 1.149
H -0.600 -2.589 -1.843
H -3.112 -1.743 -0.335
H -3.026 -3.161 -1.382
H -4.847 -1.337 -1.953
H -4.276 -0.287 -3.276
H -3.996 0.175 -1.568
H -0.864 -0.277 -1.384
H -1.014 -0.566 0.214
C -2.529 0.726 1.636
O -1.471 0.234 2.033
N -2.529 1.878 0.942
N -3.752 0.110 1.901
H -3.393 2.324 0.689
H -1.594 2.301 0.650
H -3.755 -0.824 2.254
H -4.576 0.490 1.473
```

***

Entry 3:
The following is a DFT calculation (the ωB97M-V functional and the def2-TZVPD basis) of a molecular structure, C9H27AlBO11P2S2 in a non-equilibrium geometry.

Summary:
E_tot in eV: -79815.943
Largest force on an atom in eV/A: 2.506
Total charge: -1
Kohn-Sham gap in eV: 4.9
LUMO energy in eV: 1.669

Geometry as XYZ:
```
53
C9H27AlBO11P2S2 the ωB97M-V functional and the def2-TZVPD basis
C -2.769 2.423 2.527
C -4.077 2.926 2.762
Al -5.183 3.165 1.047
P -5.075 1.042 -0.008
O -3.611 0.558 -0.152
B -4.242 4.673 -0.061
C -4.415 6.210 0.387
O -3.456 4.267 -1.173
P -7.449 3.606 1.460
O -8.232 2.347 1.067
O -7.833 3.989 3.057
O -7.972 4.846 0.414
H -2.537 1.343 2.600
H -1.968 3.108 2.189
H -4.458 3.131 3.783
H -5.815 0.051 0.710
H -5.730 1.190 -1.268
H -5.053 6.737 -0.365
H -3.448 6.771 0.402
H -4.914 6.293 1.374
H -3.122 5.037 -1.648
H -8.741 4.314 3.023
H -8.588 4.412 -0.185
O 2.123 1.252 -1.876
S 2.132 -0.186 -1.892
O 1.921 -0.922 -3.109
O 1.124 -0.727 -0.767
C -0.250 -0.284 -0.796
C -1.046 -0.942 -1.905
C 3.625 -0.762 -1.145
H -0.296 0.804 -0.872
H -0.683 -0.556 0.166
H -0.684 -0.635 -2.887
H -2.099 -0.666 -1.830
H -0.955 -2.029 -1.851
H 3.778 -0.236 -0.206
H 4.440 -0.549 -1.834
H 3.548 -1.835 -0.985
O 5.900 -3.403 -1.116
S 5.875 -4.775 -0.688
O 4.992 -5.217 0.355
O 7.376 -5.234 -0.332
C 8.108 -4.464 0.630
C 7.627 -4.710 2.049
C 5.645 -5.816 -2.095
H 8.064 -3.401 0.377
H 9.150 -4.772 0.544
H 6.608 -4.350 2.188
H 8.267 -4.194 2.766
H 7.627 -5.778 2.273
H 6.335 -5.511 -2.879
H 4.616 -5.691 -2.428
H 5.818 -6.849 -1.800
```